This record from the Open Molecules 2025 dataset describes C2H3Fe as an isolated structure. The level of theory is wB97M-V/def2-TZVPD.

CARTESIAN COORDINATES (ANGSTROEM)
C  -0.211524  0.716568  0.171688
H  0.102934  1.265073  1.061199
C  0.414623  0.016250  -0.712567
H  1.461205  -0.022959  -1.019456
H  -1.243441  -0.072844  0.802680
Fe  -0.523797  -1.902088  -0.303545

Forces on the atoms, in the same order (eV/Å):
-2.538 -3.623 2.723
0.081 0.849 -0.204
0.873 -0.640 0.418
-0.075 0.264 -1.117
1.332 2.426 -1.636
0.328 0.724 -0.184

Computed properties:
**Electronic energy**: -36481.50274 eV
**Total charge**: +2
**LUMO (spin up / spin down)**: -13.26 / -14.62 eV
**Kohn-Sham gap (spin up / spin down)**: 8.06 / 7.84 eV
**Relative energy (zero: lowest compared OMol25 entry of this formula, charge and spin)**: 0.00 kJ/mol
**Multiplicity**: 6
**HOMO level (spin up / spin down)**: -0.7834 / -0.8252 Eh
**Molar mass**: 82.891 u


This record from the Open Molecules 2025 dataset describes C4H7N3O as an isolated structure. The level of theory is wB97M-V/def2-TZVPD.

CARTESIAN COORDINATES (ANGSTROEM)
C  1.613212  -0.159602  0.289645
C  0.189578  0.347998  0.746782
C  -0.553542  1.038221  -0.337099
C  -1.859980  0.287196  -0.490142
H  0.885318  -1.673082  -0.947536
H  2.615705  -1.559860  -1.029924
H  0.374542  1.096092  1.511536
H  0.139233  0.801139  -1.291070
H  -1.150615  2.246161  -0.427235
H  -2.664669  0.710247  -1.078053
H  -0.926047  -0.955890  1.992258
N  1.648112  -1.175662  -0.733592
N  -1.950273  -0.770609  0.291489
N  -0.730925  -0.967598  0.984355
O  2.370352  0.735255  0.518585

Cartesian forces (eV/Å) of the 6 atoms listed first:
-3.697 1.025 -2.464
-0.708 -2.989 0.305
-1.586 1.891 -4.720
1.037 -2.466 2.415
-3.342 -2.342 -0.389
-2.524 1.088 0.706

Computed properties:
**Electronic energy**: -10775.81550 eV
**Total charge**: 0
**LUMO**: 0.78 eV
**Kohn-Sham gap**: 9.87 eV
**Relative energy (zero: lowest compared OMol25 entry of this formula, charge and spin)**: 379.36 kJ/mol
**HOMO level**: -0.3339 Eh
**Molar mass**: 113.120 u


This record from the Open Molecules 2025 dataset describes a 4-piece molecular cluster, C8H24O4 overall. The level of theory is wB97M-V/def2-TZVPD.

CARTESIAN COORDINATES (ANGSTROEM)
C  -3.113000  0.617306  2.423861
C  -1.962000  -0.226694  3.113861
C  -1.996000  -1.694694  2.978861
O  -0.721000  0.242306  2.511861
H  -2.980000  1.689306  2.209861
H  -3.976000  0.777306  2.933861
H  -3.455000  0.066306  1.511861
H  -1.767000  -0.063694  4.240861
H  -3.022000  -2.143694  3.532861
H  -1.160000  -2.014694  3.366861
H  -2.255000  -1.942694  1.868861
H  0.016000  0.053306  2.933861
C  1.422000  -3.223694  -2.942139
C  2.603000  -2.488694  -2.243139
C  2.216000  -1.572694  -0.988139
O  3.565000  -3.429694  -1.870139
H  1.194000  -3.694694  -2.089139
H  1.895000  -3.699694  -3.694139
H  0.602000  -2.650694  -3.281139
H  3.127000  -1.811694  -3.057139
H  1.796000  -2.303694  -0.283139
H  1.510000  -0.896694  -1.025139
H  2.704000  -0.983694  -0.542139
H  4.136000  -3.463694  -2.711139
C  -1.094000  1.308306  -0.917139
O  -0.269000  1.895306  0.194861
H  -0.490000  0.604306  -1.469139
H  -1.202000  2.100306  -1.491139
H  -1.950000  0.850306  -0.463139
H  -0.692000  1.306306  0.873861
C  0.802000  4.773306  -1.093139
O  1.530000  3.822306  -0.335139
H  1.174000  4.770306  -2.303139
H  1.019000  5.767306  -0.632139
H  -0.220000  4.528306  -1.088139
H  1.013000  3.133306  -0.177139

Cartesian forces (eV/Å) of the 6 atoms listed first:
2.057 -1.143 -1.479
0.929 2.552 1.594
-8.815 -0.001 -3.105
-6.061 1.794 -4.092
1.347 -0.498 -0.355
-2.609 -0.631 2.403

Computed properties:
**Electronic energy**: -16868.14671 eV
**Total charge**: 0
**LUMO**: 0.63 eV
**Kohn-Sham gap**: 10.08 eV
**Relative energy (zero: lowest compared OMol25 entry of this formula, charge and spin)**: 633.19 kJ/mol
**Structure (SMILES)**: CC(C)O.CC(C)O.CO.CO
**HOMO level**: -0.3473 Eh
**Molar mass**: 184.276 u


This record from the Open Molecules 2025 dataset describes an isolated ion of composition C4H14NOSi and charge +1. The level of theory is wB97M-V/def2-TZVPD.

CARTESIAN COORDINATES (ANGSTROEM)
C  -2.413285  -0.805094  -1.200308
O  -1.133383  -0.946194  -0.530085
C  -0.451848  0.332599  -0.423714
N  0.635642  0.278784  -1.511910
C  0.186480  0.362463  0.972857
C  1.103655  1.612067  1.297248
Si  1.161863  -1.445180  1.282847
H  -2.222350  -0.722923  -2.285746
H  -2.970696  0.191189  -0.999798
H  -3.074000  -1.732075  -0.915483
H  -1.023785  1.327619  -0.595036
H  0.974351  1.283520  -1.674844
H  1.379149  -0.328749  -1.122453
H  0.290265  -0.185993  -2.398082
H  -0.525336  0.461528  1.723634
H  2.153460  1.529681  0.783813
H  0.546531  2.553263  1.032043
H  1.306008  1.472944  2.448777
H  2.126737  -1.162812  2.404576
H  1.853622  -1.639605  0.029411
H  0.096921  -2.437033  1.682254

Cartesian forces (eV/Å) of the 6 atoms listed first:
-1.515 -0.136 -0.200
-0.419 2.910 -0.134
-0.740 -0.525 1.071
0.016 1.074 -0.438
3.205 -0.746 -1.269
1.162 -1.418 0.461

Computed properties:
**Electronic energy**: -15781.53008 eV
**Total charge**: +1
**LUMO**: -3.48 eV
**Kohn-Sham gap**: 10.75 eV
**Relative energy (zero: lowest compared OMol25 entry of this formula, charge and spin)**: 281.34 kJ/mol
**Structure (SMILES)**: CO[C@H]([NH3+])[C@H](C)[SiH3]
**HOMO level**: -0.5232 Eh
**Molar mass**: 120.248 u


This record from the Open Molecules 2025 dataset describes C2H7N5 as an isolated structure. The level of theory is wB97M-V/def2-TZVPD.

CARTESIAN COORDINATES (ANGSTROEM)
C  0.557012  1.488028  -0.086100
C  -1.041680  -0.393583  -0.110307
N  1.803799  -1.229727  0.271087
N  -2.354355  -0.075052  0.063714
N  -0.457671  -1.539469  0.121269
N  0.746694  -1.160690  -0.534135
N  -0.107270  0.396072  -0.737901
H  1.656909  -1.216107  1.278139
H  2.651591  -1.548282  -0.173881
H  -3.004171  -0.845762  0.084342
H  -2.666398  0.753057  -0.417381
H  1.329417  1.872320  -0.753306
H  -0.152868  2.294373  0.128153
H  1.038991  1.204823  0.866306

Cartesian forces (eV/Å) of the 6 atoms listed first:
0.071 -0.082 0.290
0.290 -0.938 0.242
-0.460 0.486 0.026
0.038 0.103 0.090
-0.696 0.623 0.204
-0.265 0.668 -0.548

Computed properties:
**Electronic energy**: -9634.37466 eV
**Total charge**: 0
**LUMO**: 1.06 eV
**Kohn-Sham gap**: 8.99 eV
**Relative energy (zero: lowest compared OMol25 entry of this formula, charge and spin)**: 353.52 kJ/mol
**HOMO level**: -0.2917 Eh
**Molar mass**: 101.113 u


This record from the Open Molecules 2025 dataset describes one molecule with the formula C5H7N. The level of theory is wB97M-V/def2-TZVPD.

CARTESIAN COORDINATES (ANGSTROEM)
N  -0.787952  0.075489  3.170127
C  -0.583626  0.271862  2.042573
C  -0.484991  0.416714  0.560575
C  0.835680  0.806779  -0.348273
C  0.395471  -0.308442  -1.309770
C  -0.378325  -0.940109  -0.161883
H  -1.285569  1.076660  0.259233
H  0.982445  1.790417  -0.819381
H  1.393992  0.627358  0.544422
H  -0.306164  0.130695  -2.034479
H  1.081550  -0.953374  -1.870182
H  0.301982  -1.605094  0.383738
H  -1.314047  -1.446696  -0.365553

Cartesian forces (eV/Å) of the 6 atoms listed first:
0.424 0.305 -1.578
0.172 0.235 0.468
-0.243 0.319 -0.544
-1.444 0.331 1.102
-0.044 -0.115 0.053
-0.394 -0.353 -0.016

Computed properties:
**Electronic energy**: -6786.60543 eV
**Total charge**: 0
**LUMO**: 0.91 eV
**Kohn-Sham gap**: 11.54 eV
**Relative energy (zero: lowest compared OMol25 entry of this formula, charge and spin)**: 184.01 kJ/mol
**Structure (SMILES)**: N#CC1CCC1
**HOMO level**: -0.3904 Eh
**Molar mass**: 81.118 u


> Which of these has the lowest molar mass?

C5H7N


> Among the records above, which one has the highest relative energy (zero: lowest compared OMol25 entry of this formula, charge and spin)?

C8H24O4